P:
# C30H60O10

A cluster of 10 separate species, C30H60O10 in total (wB97M-V/def2-TZVPD, the OMol25 dataset).

Last column: Löwdin charge in e.
Cartesian coordinates (Å):
C -0.674 2.654 5.077  -0.022
C -0.913 3.710 6.147  -0.456
O -1.755 3.511 7.008  0.052
C 0.043 4.934 6.243  -0.021
H 0.336 2.255 5.167  0.089
H -0.938 3.008 4.080  0.059
H -1.442 1.908 5.285  0.082
H 0.936 4.692 6.818  0.081
H -0.462 5.681 6.856  0.071
H 0.310 5.494 5.346  0.059
C 4.219 -3.012 -1.281  -0.020
C 5.502 -2.886 -0.481  -0.498
O 6.581 -2.772 -1.039  0.068
C 5.370 -3.195 0.966  -0.013
H 3.388 -2.432 -0.880  0.066
H 4.006 -4.081 -1.291  0.067
H 4.389 -2.615 -2.282  0.086
H 4.873 -2.413 1.539  0.042
H 6.364 -3.264 1.407  0.094
H 4.835 -4.144 0.973  0.094
C -0.982 5.537 1.819  -0.013
C -0.180 5.403 0.491  -0.426
O -0.806 5.350 -0.593  0.013
C 1.317 5.646 0.427  -0.022
H -1.533 4.612 1.988  0.059
H -1.656 6.385 1.696  0.086
H -0.418 5.735 2.730  0.061
H 1.865 4.782 0.803  0.081
H 1.632 6.504 1.020  0.081
H 1.606 5.882 -0.597  0.083
C -3.162 -2.774 0.617  -0.013
C -4.221 -3.784 0.195  -0.447
O -5.153 -4.069 0.977  0.027
C -4.153 -4.508 -1.136  -0.019
H -3.651 -2.256 1.441  0.085
H -2.962 -2.094 -0.211  0.062
H -2.278 -3.303 0.974  0.076
H -3.450 -4.021 -1.812  0.053
H -5.093 -4.293 -1.645  0.087
H -3.983 -5.582 -1.066  0.085
C 1.676 -5.979 -0.671  -0.026
C 0.961 -5.357 0.439  -0.492
O 1.112 -4.151 0.696  0.023
C -0.120 -6.155 1.124  -0.013
H 2.430 -5.275 -1.023  0.061
H 0.981 -6.211 -1.478  0.093
H 2.074 -6.932 -0.321  0.099
H -0.700 -5.477 1.750  0.080
H 0.141 -7.072 1.654  0.089
H -0.889 -6.458 0.414  0.084
C -3.904 3.915 -0.681  -0.029
C -5.006 4.146 -1.696  -0.459
O -6.146 3.689 -1.470  0.031
C -4.664 5.005 -2.883  -0.023
H -4.391 3.916 0.294  0.082
H -3.239 4.769 -0.555  0.053
H -3.329 2.991 -0.740  0.076
H -4.022 5.873 -2.734  0.087
H -5.514 5.194 -3.540  0.082
H -4.081 4.292 -3.466  0.085
C -1.065 -2.808 -4.417  -0.019
C -0.876 -2.543 -2.945  -0.481
O -1.670 -1.816 -2.340  0.030
C 0.181 -3.323 -2.244  -0.014
H -0.091 -3.030 -4.854  0.080
H -1.251 -1.863 -4.928  0.070
H -1.806 -3.568 -4.664  0.096
H 1.059 -2.699 -2.077  0.092
H 0.506 -4.232 -2.749  0.081
H -0.234 -3.620 -1.281  0.074
C 0.245 -0.773 0.767  -0.023
C 0.021 0.500 1.601  -0.466
O 0.336 0.547 2.740  0.099
C -0.536 1.666 0.772  0.002
H -0.414 -0.863 -0.096  0.055
H 0.111 -1.677 1.360  0.072
H 1.209 -0.855 0.265  0.067
H -0.644 2.544 1.409  0.053
H -1.522 1.422 0.377  0.081
H 0.158 1.927 -0.027  0.087
C -0.311 0.907 -3.804  -0.012
C 0.131 2.067 -4.676  -0.499
O 0.696 3.037 -4.263  0.075
C -0.133 2.088 -6.174  -0.026
H -0.049 1.065 -2.758  0.077
H 0.112 -0.021 -4.188  0.073
H -1.394 0.914 -3.930  0.094
H -0.704 1.200 -6.444  0.062
H 0.658 2.111 -6.924  0.084
H -0.783 2.948 -6.335  0.086
C 3.177 -1.157 3.141  -0.017
C 3.564 0.270 2.758  -0.519
O 3.494 1.202 3.514  0.078
C 4.237 0.429 1.445  -0.024
H 2.566 -1.544 2.325  0.062
H 2.478 -1.049 3.970  0.085
H 4.077 -1.718 3.395  0.083
H 4.580 1.462 1.389  0.089
H 3.639 0.069 0.608  0.075
H 5.172 -0.128 1.385  0.081

The value obtained for the LUMO energy is -0.05 eV. The molar mass is 580.80 g/mol. Its total charge is 0. Its HOMO-LUMO gap is 9.4 eV. Its SMILES is CC(C)=O.CC(C)=O.CC(C)=O.CC(C)=O.CC(C)=O.CC(C)=O.CC(C)=O.CC(C)=O.CC(C)=O.CC(C)=O.

Q:
# C30H60O10

A cluster of 10 separate species, C30H60O10 in total (wB97M-V/def2-TZVPD, the OMol25 dataset).

Last column: Löwdin charge in e.
Cartesian coordinates (Å):
C 19.258 10.578 11.766  -0.027
C 19.270 11.583 12.863  -0.516
O 18.974 12.725 12.562  0.040
C 19.538 11.138 14.273  -0.028
H 18.233 10.242 11.739  0.089
H 19.882 9.682 12.032  0.096
H 19.607 11.030 10.841  0.087
H 18.950 11.648 15.051  0.080
H 20.622 11.251 14.543  0.103
H 19.321 10.054 14.350  0.083
C 11.303 12.281 17.686  -0.019
C 9.839 12.536 17.634  -0.491
O 9.016 11.610 17.541  0.023
C 9.350 13.947 17.643  -0.016
H 11.542 11.191 17.777  0.097
H 11.861 12.973 18.434  0.109
H 11.666 12.598 16.649  0.097
H 10.079 14.562 17.172  0.056
H 9.211 14.318 18.666  0.101
H 8.441 14.010 17.074  0.080
C 9.775 12.701 13.658  -0.010
C 9.293 12.406 12.271  -0.476
O 10.089 12.143 11.394  0.020
C 7.821 12.613 11.857  0.002
H 9.513 13.723 13.800  0.061
H 10.864 12.515 13.738  0.078
H 9.233 12.165 14.482  0.083
H 7.277 11.783 12.297  0.065
H 7.685 12.705 10.776  0.081
H 7.494 13.560 12.376  0.097
C 16.080 15.575 12.260  -0.029
C 15.794 15.180 10.802  -0.472
O 14.891 15.742 10.177  0.021
C 16.725 14.195 10.113  -0.016
H 15.163 15.823 12.764  0.059
H 16.703 16.544 12.102  0.125
H 16.646 14.828 12.837  0.072
H 16.321 13.965 9.107  0.079
H 16.831 13.294 10.718  0.070
H 17.743 14.613 10.026  0.094
C 7.113 9.988 15.320  -0.034
C 8.456 9.421 15.350  -0.449
O 9.333 9.869 14.604  0.016
C 8.804 8.407 16.520  0.002
H 6.341 9.411 15.790  0.075
H 6.773 10.066 14.269  0.094
H 7.012 10.981 15.678  0.075
H 8.762 8.922 17.477  0.070
H 9.805 8.079 16.332  0.052
H 8.023 7.593 16.468  0.095
C 13.732 12.672 13.110  0.035
C 14.057 12.738 14.624  -0.468
O 13.683 13.719 15.227  0.036
C 14.860 11.742 15.318  0.004
H 14.210 13.520 12.633  0.068
H 12.630 12.855 13.026  0.062
H 13.907 11.688 12.726  0.041
H 14.288 10.815 15.266  0.085
H 14.882 12.044 16.350  0.078
H 15.889 11.647 14.956  0.098
C 9.281 15.428 10.121  -0.007
C 9.851 15.461 11.557  -0.515
O 9.184 15.671 12.533  0.068
C 11.277 15.169 11.575  -0.009
H 9.830 16.095 9.528  0.052
H 8.266 15.799 10.102  0.075
H 9.312 14.431 9.586  0.097
H 11.346 14.068 11.487  0.084
H 11.580 15.585 12.529  0.105
H 11.676 15.642 10.752  0.053
C 13.178 14.743 7.543  -0.029
C 13.046 13.329 8.021  -0.503
O 13.992 12.657 8.279  0.069
C 11.634 12.686 8.178  -0.004
H 12.313 14.942 6.891  0.073
H 14.125 14.959 6.976  0.103
H 13.155 15.372 8.477  0.079
H 11.700 11.673 7.885  0.061
H 10.916 13.099 7.465  0.073
H 11.352 12.753 9.218  0.051
C 15.716 15.442 17.068  -0.020
C 14.356 15.182 17.669  -0.531
O 14.143 14.135 18.205  0.044
C 13.175 16.084 17.338  -0.012
H 15.927 16.540 17.069  0.087
H 15.611 15.231 15.978  0.082
H 16.478 14.880 17.609  0.084
H 13.363 17.140 17.471  0.075
H 12.267 15.587 17.751  0.082
H 13.069 15.927 16.264  0.070
C 12.109 9.696 11.921  -0.024
C 13.085 9.207 12.936  -0.498
O 14.265 9.433 12.956  0.054
C 12.381 8.218 13.918  -0.019
H 12.513 10.333 11.189  0.066
H 11.266 10.136 12.428  0.063
H 11.719 8.855 11.342  0.103
H 11.341 8.498 14.213  0.055
H 13.032 8.127 14.822  0.084
H 12.374 7.252 13.339  0.099

The value obtained for the LUMO energy is 0.65 eV. The molar mass is 580.80 g/mol. Its total charge is 0. Its HOMO-LUMO gap is 9.8 eV. Its SMILES is CC(C)=O.CC(C)=O.CC(C)=O.CC(C)=O.CC(C)=O.CC(C)=O.CC(C)=O.CC(C)=O.CC(C)=O.CC(C)=O.

Q: Which of them is the most stable? A: Q.

P:
# CH3F2N

A structure of composition CH3F2N (wB97M-V/def2-TZVPD, the OMol25 dataset).

Last column: Löwdin charge in e.
Cartesian coordinates (Å):
C 0.860 1.805 0.891  -0.164
N 0.268 1.197 1.790  0.138
F 0.941 3.038 0.463  0.108
F -0.594 1.728 3.091  -0.262
H -0.360 0.725 -1.644  0.043
H -0.590 1.058 -1.015  0.007
H 0.224 0.262 2.132  0.130

The value obtained for the LUMO energy (spin up / spin down) is -0.32 / -0.32 eV. The molar mass is 67.04 g/mol. Its total charge is 0. Its HOMO-LUMO gap (spin up / spin down) is 9.8 / 9.8 eV.

Q:
# CH3F2N

A cluster of 2 separate species, CH3F2N in total (wB97M-V/def2-TZVPD, the OMol25 dataset).

Last column: Löwdin charge in e.
Cartesian coordinates (Å):
C -0.003 -0.142 -0.512  -0.262
N 0.248 -0.360 0.808  -0.003
F 1.085 0.324 -1.237  -0.043
F 0.613 0.770 1.473  -0.029
H -1.159 1.170 -0.929  0.170
H -0.475 -0.932 -1.004  0.074
H -0.309 -0.829 1.402  0.095

The value obtained for the LUMO energy is 0.62 eV. The molar mass is 67.04 g/mol. Its total charge is 0. Its HOMO-LUMO gap is 10.1 eV.

R:
# CH3F2N

The molecule CH3F2N (wB97M-V/def2-TZVPD, the OMol25 dataset).

Last column: Löwdin charge in e.
Cartesian coordinates (Å):
C -0.296 -0.368 0.259  -0.443
N 0.186 0.546 -0.880  0.094
F -0.023 0.176 1.457  0.049
F 0.529 -1.449 0.243  0.025
H -1.238 -0.818 0.256  0.130
H -0.368 1.336 -0.798  0.025
H 1.211 0.578 -0.538  0.120

The value obtained for the LUMO energy is 1.09 eV. The molar mass is 67.04 g/mol. Its total charge is 0. Its HOMO-LUMO gap is 12.0 eV. Its SMILES is NC(F)F.

Q: Which of them is the most stable? A: R.

P:
# C3H7ClN2S

The molecule C3H7ClN2S (wB97M-V/def2-TZVPD, the OMol25 dataset).

Last column: Löwdin charge in e.
Cartesian coordinates (Å):
C 0.634 -0.728 0.073  -0.473
C 1.627 0.286 0.357  -0.130
C -0.998 -0.360 0.819  -0.940
N 0.877 -1.893 -0.270  0.109
N -1.442 1.267 -1.288  -0.293
S -1.279 1.323 0.421  0.780
Cl -2.013 -1.668 0.249  0.599
H 2.525 0.129 -0.327  0.098
H 2.078 0.032 1.426  0.130
H 1.296 1.383 0.378  0.056
H -0.779 -0.581 1.819  0.028
H 0.079 -2.507 -0.352  -0.002
H -0.489 1.444 -1.685  0.053
H -2.116 1.872 -1.622  -0.013

The value obtained for the LUMO energy is 0.53 eV. The molar mass is 138.62 g/mol. Its total charge is 0. Its HOMO-LUMO gap is 9.1 eV. Its SMILES is [H]/N=C(/C)[C@H](Cl)SN.

Q:
# C3H7ClN2S

The molecule C3H7ClN2S (wB97M-V/def2-TZVPD, the OMol25 dataset).

Last column: Löwdin charge in e.
Cartesian coordinates (Å):
C 1.502 -0.100 -0.023  -0.680
C 0.138 -2.179 -0.065  -0.069
C 0.345 2.444 -0.512  -0.327
N 2.837 -1.117 -0.135  -0.558
N 0.274 -0.669 0.035  -0.096
S 1.747 1.540 0.345  0.849
Cl 4.279 -0.292 -0.075  0.426
H 0.300 -2.808 0.800  0.066
H -0.994 -2.309 -0.395  0.116
H 0.895 -2.499 -0.774  0.059
H -0.613 1.847 -0.260  0.061
H 0.616 2.516 -1.532  0.010
H 0.424 3.444 -0.007  0.043
H -0.197 -0.209 0.789  0.102

The value obtained for the LUMO energy (spin up / spin down) is 0.13 / 0.13 eV. The molar mass is 138.62 g/mol. Its total charge is 0. Its HOMO-LUMO gap (spin up / spin down) is 7.8 / 7.8 eV. Its SMILES is CN/C(=N/Cl)SC.

Q: Which of them is the most stable? A: P.

P:
# C9H11NO3

The molecule C9H11NO3 (wB97M-V/def2-TZVPD, the OMol25 dataset).

Last column: Löwdin charge in e.
Cartesian coordinates (Å):
C 2.649 -2.183 1.696  0.005
C 1.498 -1.449 2.144  0.063
C 2.708 -1.935 0.343  -0.002
C 0.952 -0.878 1.036  -0.284
C 1.862 1.944 -0.732  -0.750
C -0.172 -0.117 0.821  0.228
C -0.434 0.710 -0.482  -0.548
C -1.282 -0.185 -1.412  -0.006
C -1.296 1.969 0.021  -0.009
N 0.730 1.022 -1.158  0.034
O 2.793 1.802 -1.499  0.005
O 1.702 -1.132 -0.065  0.060
O 1.547 2.465 0.326  -0.008
H 3.372 -2.719 2.319  0.124
H 1.038 -1.300 3.218  0.182
H 3.537 -2.103 -0.364  0.164
H -0.975 -0.231 1.553  0.149
H -1.905 -0.817 -0.866  0.055
H -0.616 -0.791 -1.964  0.075
H -2.023 0.335 -2.010  0.096
H -1.151 2.724 -0.801  0.110
H -0.640 2.380 0.816  0.066
H -2.334 1.646 0.315  0.095
H 1.258 0.238 -1.535  0.101

The value obtained for the LUMO energy (spin up / spin down) is -2.81 / -2.80 eV. The molar mass is 181.19 g/mol. Its total charge is 0. Its HOMO-LUMO gap (spin up / spin down) is 5.0 / 5.0 eV.

Q:
# C9H11NO3

A cluster of 2 separate species, C9H11NO3 in total (wB97M-V/def2-TZVPD, the OMol25 dataset).

Last column: Löwdin charge in e.
Cartesian coordinates (Å):
C 3.445 0.052 1.497  0.011
O 2.057 0.418 1.579  -0.014
C 1.162 -0.518 1.487  0.033
C -0.218 -0.171 1.482  -0.178
C -1.166 -1.218 1.461  0.001
C -2.523 -0.927 1.481  -0.052
C -2.963 0.404 1.515  -0.034
C -2.024 1.450 1.525  -0.053
C -0.665 1.182 1.509  0.018
H 3.955 1.012 1.514  0.107
H 3.725 -0.560 2.358  0.093
H 3.649 -0.495 0.569  0.107
H 1.518 -1.555 1.400  0.170
H -0.771 -2.232 1.429  0.128
H -3.260 -1.730 1.472  0.114
H -4.030 0.636 1.532  0.116
H -2.364 2.486 1.548  0.115
H 0.088 1.970 1.518  0.128
C 1.164 -1.119 5.118  -0.045
N 2.446 -1.301 4.814  -0.576
O 2.815 -2.379 4.238  -0.154
O 3.299 -0.393 5.082  -0.126
H 0.895 -0.194 5.617  0.048
H 0.476 -1.930 4.906  0.044

The value obtained for the LUMO energy is -2.52 eV. The molar mass is 181.19 g/mol. Its total charge is 0. Its HOMO-LUMO gap is 3.9 eV.

Q: Which of them is the most stable? A: P.

P:
# C3H7ClN3

A cluster of 2 separate species, C3H7ClN3 in total (wB97M-V/def2-TZVPD, the OMol25 dataset).

Last column: Löwdin charge in e.
Cartesian coordinates (Å):
C 0.007 0.317 0.011  -0.637
C 3.181 -0.955 0.244  -0.014
C -2.472 0.744 0.139  -0.027
N 3.481 1.587 0.057  0.421
N 3.235 0.450 0.124  0.032
N -1.027 1.041 0.183  -0.154
Cl -0.141 -1.305 -0.399  0.640
H 2.547 -1.359 -0.609  0.105
H 2.917 -1.139 1.308  0.141
H 4.225 -1.311 0.104  0.137
H -2.655 0.797 -0.956  0.113
H -2.942 1.509 0.557  0.040
H -2.574 -0.308 0.480  0.091
H -0.910 1.954 0.546  0.111

The value obtained for the LUMO energy (spin up / spin down) is -5.66 / -5.66 eV. The molar mass is 120.56 g/mol. Its total charge is +1. Its HOMO-LUMO gap (spin up / spin down) is 6.4 / 6.4 eV.

Q:
# C3H7ClN3

A cluster of 2 separate species, C3H7ClN3 in total (wB97M-V/def2-TZVPD, the OMol25 dataset).

Last column: Löwdin charge in e.
Cartesian coordinates (Å):
C 0.914 0.353 1.012  -0.044
C -0.197 -0.086 -0.940  -0.126
C -1.562 -0.377 1.074  -0.031
N 1.818 0.493 0.125  -0.033
N -0.296 -0.152 0.455  -0.159
N 1.305 0.254 -1.135  -0.460
Cl 2.311 -1.011 -1.984  0.707
H 1.038 0.609 2.117  0.187
H -0.243 -1.127 -1.250  0.134
H -0.756 0.711 -1.330  0.132
H -1.679 -1.288 1.739  0.127
H -1.883 0.375 1.742  0.080
H -2.242 -0.329 0.218  0.103
H 1.470 1.574 -1.845  0.384

The value obtained for the LUMO energy is -5.97 eV. The molar mass is 120.56 g/mol. Its total charge is +1. Its HOMO-LUMO gap is 7.8 eV.

Q: Which of them is the most stable? A: P.